Record 1
The following is a quantum chemistry calculation of a gas-phase ion, C3H9N2O (charge +1) in a non-equilibrium geometry, from the OMol25 dataset.

XYZ file:
```
15
Properties=species:S:1:pos:R:3:forces:R:3
C 0.76232 0.38939 -1.16059 1.7 -1.4 -1.3
N -0.00952 -0.11867 0.03417 0.2 0.4 -0.7
C 0.55680 0.07418 1.42435 4.7 1.9 -2.3
N -0.26397 -1.45847 -0.21842 2.8 -0.4 -3.6
C -1.21566 0.69564 -0.07588 -3.8 2.2 3.0
O -2.17107 0.27381 -0.63396 0.8 0.4 -0.3
H 1.89896 0.32364 -0.96634 -2.0 -0.2 -0.5
H 0.37672 -0.25543 -2.07892 1.2 1.5 2.0
H 0.48197 1.41298 -1.35061 0.1 0.5 0.1
H 1.09765 1.13072 1.37779 -1.5 -2.0 0.4
H -0.19510 0.04243 2.15983 -0.8 -0.4 0.8
H 1.45953 -0.62417 1.49448 -1.7 0.6 0.3
H -0.81551 -1.83839 0.42399 -2.9 -1.9 3.6
H -0.64294 -1.68726 -1.15417 0.3 0.8 0.8
H -1.32019 1.63960 0.72427 0.9 -1.9 -2.3
```
Forces are in eV/Å.

M (g/mol): 89.1
2S+1: 1
Total charge: +1
Energy relative to the best compared isomer or geometry (same formula, charge and spin) (eV): 4.358
LUMO energy (eV): -4.24
E_tot (hartree): -304.09021

What are the natural (NBO) partial charges on each atom? They are as follows, in elementary charge units:
1. C -0.4229
2. N -0.1526
3. C -0.4291
4. N -0.6159
5. C 0.5111
6. O -0.4269
7. H 0.2707
8. H 0.2631
9. H 0.2396
10. H 0.2523
11. H 0.2479
12. H 0.2786
13. H 0.3742
14. H 0.4056
15. H 0.2042


Record 2
The following is a quantum chemistry calculation of a molecular structure, CHPS3 in a non-equilibrium geometry, from the OMol25 dataset.

XYZ file:
```
6
Properties=species:S:1:pos:R:3:forces:R:3
C -0.46707 0.17727 -0.41264 1.9 -0.2 -1.0
P -0.00930 1.75029 0.58780 -0.1 -0.7 -0.2
S 1.14858 1.15269 2.00756 -0.5 0.1 -0.5
S 0.42499 0.46142 -1.80086 -1.0 0.0 1.5
S -1.00354 -1.39275 0.10751 -0.5 0.8 0.8
H -0.09365 -2.14893 -0.48937 0.2 -0.1 -0.6
```
Forces are in eV/Å.

M (g/mol): 140.2
2S+1: 1
Total charge: 0
Energy relative to the best compared isomer or geometry (same formula, charge and spin) (eV): 0.431
LUMO energy (eV): -1.60
E_tot (hartree): -1574.57933

What are the natural (NBO) partial charges on each atom? They are as follows, in elementary charge units:
1. C -0.6703
2. P 0.6800
3. S -0.3882
4. S 0.0920
5. S 0.1433
6. H 0.1432


Record 3
The following is a quantum chemistry calculation of a gas-phase ion, CHF3O2P (charge -1) in a non-equilibrium geometry, from the OMol25 dataset.

XYZ file:
```
8
Properties=species:S:1:pos:R:3:forces:R:3
O -0.74483 -1.50149 0.95970 0.3 -0.5 0.9
P -0.88846 -0.47623 -0.08859 -1.2 0.6 1.7
O -1.31665 -0.86461 -1.42352 -0.4 0.4 -1.8
C 0.78040 0.36194 -0.00668 2.0 0.2 -3.2
F 1.06362 1.47163 -0.96670 -0.7 -2.0 1.9
F 1.86710 -0.49657 -0.19812 -1.3 0.8 -0.1
F 0.92990 0.84508 1.17632 0.4 1.3 1.7
H -1.69108 0.66024 0.54760 0.9 -0.9 -1.0
```
Forces are in eV/Å.

M (g/mol): 133.0
2S+1: 1
Total charge: -1
Energy relative to the best compared isomer or geometry (same formula, charge and spin) (eV): 1.692
LUMO energy (eV): 4.36
E_tot (hartree): -830.26250

What are the natural (NBO) partial charges on each atom? They are as follows, in elementary charge units:
1. O -1.1645
2. P 1.9581
3. O -1.1403
4. C 0.6483
5. F -0.4154
6. F -0.3607
7. F -0.3142
8. H -0.2112


Values of orbital gap, in order: 11.40 7.41 9.93, all in eV.